No. 1
{"formula": "C5H5NO2S", "method": "ωB97M-V/def2-TZVPD", "total_charge": 0, "gap_ev": [8.9, 8.9], "smiles": "CC(=O)n1sccc1=O", "symbols": ["C", "C", "O", "N", "S", "C", "C", "C", "O", "H", "H", "H", "H", "H"], "positions_angstrom": [[2.178, 1.100, -0.278], [0.719, 1.353, 0.056], [0.308, 2.385, 0.527], [-0.211, 0.274, -0.183], [-1.788, 0.861, -0.364], [-2.494, -0.648, 0.085], [-1.566, -1.615, 0.267], [-0.144, -1.291, 0.122], [0.828, -1.932, 0.270], [2.363, 1.671, -1.159], [2.149, 0.040, -0.438], [3.013, 1.264, 0.387], [-3.603, -0.831, 0.210], [-1.752, -2.630, 0.501]]}

***

No. 2
{"formula": "C7H15BrN4", "method": "ωB97M-V/def2-TZVPD", "total_charge": 2, "gap_ev": 8.5, "smiles": "CC/N=N/C(C)=[NH+]\\C(=[NH2+])[C@@H](C)Br", "symbols": ["C", "C", "N", "N", "C", "C", "N", "C", "N", "C", "C", "Br", "H", "H", "H", "H", "H", "H", "H", "H", "H", "H", "H", "H", "H", "H", "H"], "positions_angstrom": [[-2.445, -2.332, -3.151], [-1.910, -2.345, -1.700], [-1.285, -1.165, -1.422], [-0.397, -0.850, -0.701], [0.719, -0.412, -0.252], [1.982, -0.930, -0.971], [0.841, 0.419, 0.916], [0.341, 1.669, 1.099], [-0.572, 2.192, 0.348], [0.992, 2.433, 2.278], [0.716, 1.619, 3.563], [2.855, 2.422, 1.632], [-3.349, -1.690, -3.330], [-1.649, -1.852, -3.734], [-2.627, -3.197, -3.700], [-1.372, -3.233, -1.557], [-2.743, -2.483, -0.957], [2.583, -0.055, -1.453], [2.624, -1.526, -0.213], [1.662, -1.500, -1.885], [1.664, 0.321, 1.446], [-0.667, 3.168, 0.253], [-0.702, 1.905, -0.604], [0.580, 3.420, 2.393], [1.544, 0.906, 3.784], [0.741, 2.256, 4.447], [-0.125, 0.839, 3.471]]}

***

No. 3
{"formula": "C24H27B3NO26Ti", "method": "ωB97M-V/def2-TZVPD", "total_charge": -2, "gap_ev": [4.3, 8.2], "s2": 3.7543, "multiplicity": 4, "symbols": ["Ti", "O", "C", "O", "B", "O", "C", "O", "O", "C", "O", "C", "O", "O", "O", "C", "O", "B", "O", "C", "O", "O", "C", "O", "C", "O", "O", "O", "C", "O", "B", "O", "C", "O", "O", "C", "O", "C", "O", "O", "C", "C", "C", "O", "H", "H", "H", "H", "H", "H", "H", "H", "C", "C", "C", "C", "C", "C", "N", "O", "C", "C", "C", "H", "H", "H", "H", "H", "H", "H", "H", "H", "H", "H", "H", "H", "H", "H", "H", "H", "H", "H"], "positions_angstrom": [[0.048, 0.401, -0.499], [0.132, 5.394, 5.689], [0.901, 4.850, 4.957], [0.703, 4.585, 3.677], [1.816, 3.757, 3.195], [2.680, 3.479, 4.378], [2.203, 4.148, 5.416], [2.701, 4.201, 6.504], [2.651, 4.471, 2.192], [2.777, 3.691, 1.142], [3.522, 3.829, 0.223], [1.936, 2.411, 1.400], [1.379, 2.486, 2.570], [1.865, 1.478, 0.627], [3.238, 7.533, -2.411], [2.286, 6.906, -2.055], [1.682, 5.943, -2.740], [0.611, 5.348, -1.916], [0.600, 6.073, -0.656], [1.639, 6.902, -0.661], [2.036, 7.507, 0.284], [-0.677, 5.409, -2.657], [-1.175, 4.209, -2.809], [-2.138, 3.902, -3.445], [-0.179, 3.227, -2.130], [0.821, 3.891, -1.646], [-0.308, 2.016, -2.106], [-0.671, -0.549, 1.478], [-1.198, -1.529, 2.077], [-0.568, -2.384, 2.905], [-1.501, -3.424, 3.300], [-2.784, -2.973, 2.768], [-2.608, -1.881, 1.996], [-3.485, -1.349, 1.290], [-1.558, -3.636, 4.769], [-1.586, -4.918, 4.995], [-1.789, -5.443, 6.060], [-1.251, -5.676, 3.700], [-1.139, -4.769, 2.741], [-1.104, -6.856, 3.596], [-4.323, -0.522, -1.699], [-3.387, 0.664, -1.430], [-4.123, 1.903, -0.975], [-2.460, 0.298, -0.399], [-3.676, -1.338, -2.026], [-5.042, -0.310, -2.490], [-4.841, -0.742, -0.766], [-2.859, 0.956, -2.341], [-3.485, 2.640, -0.478], [-4.930, 1.783, -0.243], [-4.582, 2.465, -1.796], [-2.981, -0.119, 0.334], [1.223, -2.834, -3.638], [0.386, -2.343, -2.439], [-0.487, -3.503, -1.920], [0.249, -4.456, -0.967], [0.985, -3.675, 0.125], [1.927, -2.573, -0.415], [1.157, -1.736, -1.331], [1.891, -0.617, -1.765], [2.381, -1.802, 0.837], [3.199, -3.206, -1.019], [-0.594, -1.245, -2.908], [2.026, -2.146, -3.928], [0.552, -2.841, -4.496], [1.664, -3.815, -3.478], [-1.292, -3.046, -1.345], [-0.804, -4.072, -2.794], [0.885, -5.182, -1.480], [-0.561, -5.017, -0.495], [1.463, -4.410, 0.769], [0.235, -3.125, 0.700], [2.960, -0.916, 0.572], [1.543, -1.401, 1.414], [2.890, -2.512, 1.483], [3.864, -3.634, -0.279], [2.982, -3.945, -1.803], [3.762, -2.511, -1.658], [-0.149, -0.282, -3.163], [-1.350, -1.075, -2.130], [-1.190, -1.526, -3.779], [2.382, -0.887, -2.563]]}

***

No. 4
{"formula": "C4H5F2NO", "method": "ωB97M-V/def2-TZVPD", "total_charge": 0, "gap_ev": 7.9, "smiles": "CN1COC(F)=C1F", "symbols": ["C", "N", "C", "O", "C", "F", "C", "F", "H", "H", "H", "H", "H"], "positions_angstrom": [[-0.504, -0.931, -0.039], [0.691, -0.339, 0.346], [0.779, 1.073, 0.266], [2.206, 1.443, 0.297], [2.897, 0.281, 0.078], [4.189, 0.273, -0.247], [1.931, -0.833, 0.059], [2.102, -2.141, 0.011], [-1.111, -0.309, -0.813], [-0.155, -1.889, -0.488], [-1.351, -0.996, 0.653], [0.269, 1.330, -0.670], [0.351, 1.635, 1.079]]}

***

No. 5
{"formula": "C8H22N2O2P", "method": "ωB97M-V/def2-TZVPD", "total_charge": 1, "gap_ev": 7.3, "symbols": ["C", "C", "C", "C", "C", "C", "C", "C", "N", "N", "O", "O", "P", "H", "H", "H", "H", "H", "H", "H", "H", "H", "H", "H", "H", "H", "H", "H", "H", "H", "H", "H", "H", "H", "H"], "positions_angstrom": [[-3.148, -1.732, -0.493], [-5.057, -0.208, 0.248], [3.116, 1.938, 0.367], [3.644, -0.374, 1.027], [-2.513, 1.923, 0.474], [2.673, -1.317, -1.366], [-3.560, -0.359, 0.016], [2.764, 0.500, 0.262], [-2.635, 0.584, -0.048], [2.623, 0.118, -1.080], [0.146, 0.665, -0.414], [0.669, -1.146, 1.065], [0.940, 0.456, 0.949], [-2.833, -1.610, -1.550], [-2.102, -1.838, -0.099], [-3.921, -2.572, -0.323], [-5.392, 0.653, 0.801], [-5.244, -1.117, 0.887], [-5.531, -0.376, -0.715], [3.500, 1.955, 1.431], [4.004, 2.282, -0.284], [2.290, 2.572, 0.086], [4.711, -0.205, 0.708], [3.608, -1.468, 0.649], [3.359, -0.512, 2.119], [-2.744, 1.963, 1.537], [-1.466, 2.295, 0.327], [-3.227, 2.520, -0.119], [3.671, -1.870, -1.118], [1.849, -1.870, -0.907], [2.515, -1.362, -2.458], [1.313, -1.573, 1.578], [-1.789, 0.204, -0.530], [3.213, 0.633, -1.776], [0.555, 0.248, -1.249]]}

***

No. 6
{"formula": "C5H5N2", "method": "ωB97M-V/def2-TZVPD", "total_charge": 1, "gap_ev": 8.6, "symbols": ["C", "C", "C", "C", "C", "N", "N", "H", "H", "H", "H", "H"], "positions_angstrom": [[-1.571, 0.966, -0.403], [-2.264, -0.179, -0.108], [-0.147, -1.220, 0.059], [0.810, -0.310, -0.011], [1.857, 0.567, 0.176], [-1.536, -1.189, 0.055], [-0.659, 1.594, -0.642], [-3.349, -0.109, -0.021], [0.197, -2.281, -0.091], [1.989, 0.722, 1.359], [1.829, 1.365, -0.594], [2.845, 0.073, 0.220]]}

***

Number 1: DFT total energy -21685.2528 eV. Number 2: DFT total energy -83484.8110 eV. Number 3: DFT total energy -105215.7040 eV. Number 4: DFT total energy -13198.2641 eV. Number 5: DFT total energy -25009.8985 eV. Number 6: DFT total energy -8233.4511 eV.